Molecular formula: C14H27AuBrF6NO4S2Si
Method: DFT, the ωB97M-V functional and the def2-TZVPD basis

Summary:
Strongest force on any atom in eV/Å: 0.41
Frontier orbital gap in eV: 10.1
Total energy in eV: -144224.5461
LUMO level in eV: -0.3087
E_HOMO in eV: -10.45
ΔE to the lowest compared entry with this formula, charge and spin in kJ/mol: 0.0

```
57
C14H27AuBrF6NO4S2Si (the ωB97M-V functional and the def2-TZVPD basis)
Au -0.53 -0.38 0.70
C -1.73 -4.01 0.30
C -1.23 -4.78 1.55
C -0.15 -5.76 1.09
C -2.42 -5.60 2.09
Si -0.58 -3.58 2.89
Br 0.89 -2.16 1.68
C 0.66 -4.37 4.13
C 0.05 -5.64 4.75
C 1.00 -3.40 5.27
C 1.98 -4.80 3.46
C -1.91 -2.46 3.69
C -1.31 -1.18 4.29
C -2.61 -3.22 4.83
C -2.99 -2.04 2.68
H -1.98 -4.74 -0.47
H -0.99 -3.34 -0.12
H -2.64 -3.44 0.50
H -0.53 -6.31 0.23
H 0.10 -6.49 1.86
H 0.77 -5.26 0.76
H -2.77 -6.26 1.30
H -3.26 -4.97 2.37
H -2.15 -6.22 2.94
H -0.87 -5.45 5.30
H 0.76 -6.05 5.46
H -0.15 -6.41 4.01
H 0.15 -3.24 5.93
H 1.35 -2.42 4.92
H 1.80 -3.84 5.87
H 1.85 -5.64 2.79
H 2.67 -5.11 4.25
H 2.47 -4.00 2.91
H -0.67 -1.37 5.15
H -2.13 -0.54 4.63
H -0.73 -0.59 3.57
H -1.94 -3.45 5.66
H -3.08 -4.15 4.50
H -3.40 -2.58 5.23
H -2.59 -1.58 1.78
H -3.64 -1.30 3.15
H -3.62 -2.88 2.38
F -1.34 3.22 -1.89
C -2.17 2.33 -2.42
F -3.34 2.92 -2.64
F -1.67 1.91 -3.57
S -2.40 0.86 -1.27
O -1.89 -0.30 -1.95
O -1.56 1.28 -0.11
N -3.87 0.87 -0.81
S -5.04 0.14 -1.65
O -6.27 0.56 -1.06
O -4.83 0.17 -3.06
C -4.86 -1.66 -1.18
F -4.21 -2.34 -2.12
F -4.19 -1.81 -0.03
F -6.06 -2.20 -1.02
```

Charges obtained by natural (NBO) population analysis, quoted in units of e: 0.639 -0.617 -0.632 -0.608 -0.610 2.074 -0.316 -0.625 -0.611 -0.610 -0.611 -0.632 -0.612 -0.610 -0.604 0.216 0.217 0.228 0.217 0.206 0.217 0.220 0.214 0.212 0.216 0.217 0.212 0.210 0.218 0.214 0.219 0.213 0.213 0.217 0.217 0.213 0.210 0.217 0.221 0.209 0.222 0.215 -0.303 0.745 -0.296 -0.298 2.209 -0.914 -0.985 -1.199 2.239 -0.900 -0.913 0.722 -0.303 -0.332 -0.305